No. 1
The following is a quantum chemistry calculation of C22H36B3NO16 as an isolated structure, from OMol25.

Positions of all 78 atoms, in Å:
C 2.400 -1.480 0.268
C 1.019 -1.762 -0.324
C 0.523 -0.636 -1.247
C -0.625 0.224 -0.686
C -0.604 0.426 0.850
B -2.055 -0.275 -1.044
O -3.154 0.579 -0.786
B -3.976 -0.140 0.052
O -4.488 -1.326 -0.472
B -3.417 -2.121 -0.845
N -3.413 -3.538 -0.467
C -3.002 -3.784 0.647
O -2.607 -4.063 1.694
O -2.351 -1.558 -1.503
H 3.159 -1.566 -0.506
H 2.643 -2.200 1.046
H 2.425 -0.465 0.659
H 0.309 -2.017 0.460
H 1.109 -2.663 -0.935
H 1.354 0.022 -1.494
H 0.182 -1.091 -2.178
H -0.525 1.225 -1.101
H 0.394 0.682 1.195
H -1.255 1.259 1.090
H -0.949 -0.469 1.367
H -4.154 0.160 1.189
C -4.720 3.249 5.519
C -3.704 3.461 4.427
C -3.720 2.433 3.319
O -2.361 2.466 2.861
C -1.586 2.858 3.906
O -0.402 2.810 3.921
O -2.361 3.306 4.924
H -4.615 2.255 5.956
H -4.580 3.974 6.319
H -5.730 3.357 5.124
H -3.789 4.472 4.018
H -4.399 2.680 2.507
H -3.938 1.427 3.685
C 4.028 -1.001 -6.266
C 4.353 -0.230 -5.013
C 4.533 -1.066 -3.766
O 4.159 -0.143 -2.733
C 3.291 0.744 -3.270
O 2.646 1.518 -2.641
O 3.253 0.615 -4.617
H 3.140 -1.617 -6.120
H 3.823 -0.320 -7.092
H 4.864 -1.642 -6.543
H 5.220 0.415 -5.175
H 5.552 -1.412 -3.614
H 3.849 -1.917 -3.731
C 1.115 -5.092 3.686
C 2.224 -5.753 2.909
C 3.436 -6.151 3.722
O 4.484 -6.096 2.744
C 4.117 -5.194 1.800
O 4.830 -4.774 0.951
O 2.818 -4.840 1.968
H 1.487 -4.218 4.222
H 0.326 -4.753 3.015
H 0.685 -5.792 4.403
H 1.838 -6.605 2.343
H 3.366 -7.149 4.148
H 3.661 -5.432 4.512
C -1.656 3.417 -2.160
C -1.840 4.742 -2.849
C -0.586 5.572 -3.001
O -1.113 6.908 -3.030
C -2.278 6.903 -2.336
O -2.875 7.875 -2.011
O -2.661 5.631 -2.066
H -1.203 3.553 -1.176
H -2.616 2.927 -2.004
H -1.021 2.757 -2.751
H -2.333 4.605 -3.816
H -0.032 5.363 -3.913
H 0.081 5.480 -2.141

Computed properties:
Lowest unoccupied orbital energy ... 0.30 eV
HOMO ... -10.39 eV
Frontier orbital gap ... 10.68 eV
Net charge ... 0

Mulliken atomic charge list, values in e, 2 entries: -1.00, -0.37

No. 2
The following is a quantum chemistry calculation of C22H36CoN7O4P2S as an isolated structure, from OMol25.

Positions of all 73 atoms, in Å:
Co -0.185 0.773 -0.245
O 0.573 0.688 1.436
C 1.790 0.308 1.774
C 2.031 0.055 3.138
C 3.271 -0.319 3.601
C 4.343 -0.459 2.718
C 4.127 -0.221 1.381
C 2.873 0.156 0.880
C 2.715 0.380 -0.554
N 1.576 0.511 -1.208
C 1.880 0.698 -2.538
C 3.227 0.670 -2.697
N 3.742 0.461 -1.437
H 1.195 0.164 3.817
H 3.413 -0.507 4.657
H 5.320 -0.753 3.074
H 4.962 -0.340 0.701
H 1.108 0.861 -3.271
H 3.852 0.785 -3.563
H 4.718 0.434 -1.201
C -2.364 1.225 -4.665
N -2.359 -0.107 -4.059
C -2.960 -1.146 -4.889
P -2.252 -0.219 -2.433
O -1.307 0.797 -1.899
O -1.790 -1.751 -2.264
P -0.986 -2.279 -0.945
O -0.850 -1.167 0.030
N -1.828 -3.498 -0.274
C -2.008 -4.772 -0.960
C -2.819 -3.226 0.766
N 0.355 -2.923 -1.603
C 0.819 -2.735 -2.973
C 1.422 -3.255 -0.653
N -3.665 -0.154 -1.603
C -4.064 1.048 -0.878
C -4.758 -1.062 -1.927
H -1.793 1.194 -5.594
H -1.893 1.943 -3.996
H -3.381 1.555 -4.894
H -2.411 -1.211 -5.830
H -4.006 -0.924 -5.117
H -2.901 -2.115 -4.398
H -1.280 -4.878 -1.761
H -3.014 -4.847 -1.381
H -1.867 -5.594 -0.256
H -2.695 -2.215 1.142
H -2.686 -3.925 1.593
H -3.832 -3.346 0.371
H -0.003 -2.456 -3.626
H 1.245 -3.673 -3.334
H 1.590 -1.962 -3.021
H 1.030 -3.311 0.362
H 2.201 -2.488 -0.676
H 1.858 -4.220 -0.911
H -3.199 1.684 -0.706
H -4.491 0.763 0.086
H -4.815 1.618 -1.434
H -4.380 -1.970 -2.393
H -5.485 -0.598 -2.600
H -5.276 -1.347 -1.009
S -0.085 3.127 -0.264
C -1.186 3.458 1.000
N -1.100 2.727 2.145
C -1.859 2.926 3.242
C -2.797 3.914 3.257
C -2.951 4.690 2.097
C -2.174 4.464 0.990
H -0.410 1.957 2.122
H -1.669 2.266 4.076
H -3.396 4.084 4.138
H -3.696 5.474 2.076
H -2.279 5.053 0.090

Computed properties:
Lowest unoccupied orbital energy (alpha / beta) ... -2.22 / -2.17 eV
HOMO (alpha / beta) ... -9.78 / -9.76 eV
Frontier orbital gap (alpha / beta) ... 7.55 / 7.59 eV
Multiplicity ... 2
Net charge ... +1

Mulliken atomic charge list, values in e, 2 entries: 0.19, -0.28

No. 3
The following is a quantum chemistry calculation of one molecule with the formula C22H36N2O2, from OMol25.

Positions of all 62 atoms, in Å:
C 1.199 -6.603 0.476
C 0.418 -5.295 0.519
C 0.288 -4.765 1.945
C -0.391 -3.397 2.028
C -1.871 -3.425 1.653
C -2.522 -2.058 1.850
C -3.996 -2.062 1.448
C -4.652 -0.690 1.620
N -4.153 0.268 0.663
C -4.926 0.831 -0.278
O -6.129 0.682 -0.362
C -4.139 1.716 -1.247
C -3.083 0.910 -2.030
N -1.760 1.493 -1.946
C -0.974 1.319 -0.862
O -1.325 0.634 0.089
C 0.358 1.974 -0.912
C 0.603 3.163 -1.589
C 1.868 3.724 -1.587
C 2.927 3.123 -0.917
C 4.332 3.703 -0.902
C 4.446 4.999 -1.708
C 4.732 4.003 0.550
C 5.300 2.676 -1.508
C 2.665 1.940 -0.228
C 1.406 1.379 -0.216
H 0.701 -7.363 1.075
H 1.280 -6.969 -0.544
H 2.203 -6.462 0.871
H -0.573 -5.459 0.094
H 0.926 -4.549 -0.097
H 1.288 -4.685 2.379
H -0.274 -5.483 2.546
H 0.130 -2.694 1.374
H -0.298 -3.023 3.051
H -1.982 -3.724 0.609
H -2.387 -4.168 2.268
H -1.976 -1.321 1.260
H -2.439 -1.767 2.900
H -4.095 -2.372 0.406
H -4.537 -2.785 2.063
H -4.469 -0.318 2.634
H -5.731 -0.760 1.458
H -3.147 0.409 0.629
H -4.849 2.193 -1.922
H -3.641 2.493 -0.664
H -3.017 -0.103 -1.621
H -3.356 0.838 -3.083
H -1.451 2.094 -2.691
H -0.195 3.684 -2.101
H 2.012 4.650 -2.119
H 4.192 4.836 -2.752
H 3.801 5.774 -1.299
H 5.471 5.362 -1.665
H 4.034 4.709 0.994
H 5.729 4.437 0.579
H 4.736 3.101 1.156
H 6.310 3.078 -1.520
H 5.009 2.441 -2.530
H 5.308 1.752 -0.936
H 3.455 1.444 0.316
H 1.212 0.467 0.329

Computed properties:
Lowest unoccupied orbital energy ... 0.51 eV
HOMO ... -9.08 eV
Frontier orbital gap ... 9.59 eV
Net charge ... 0
Relative energy (zero: lowest compared OMol25 entry of this formula, charge and spin) ... 13.7 kJ/mol
SMILES ... CCCCCCCCNC(=O)CCNC(=O)c1ccc(C(C)(C)C)cc1

Mulliken atomic charge list, values in e, 2 entries: -1.36, -0.16

No. 4
The following is a quantum chemistry calculation of C22H36O2P2Pd as an isolated structure, from OMol25.

Positions of all 63 atoms, in Å:
P 2.511 -0.184 -2.671
P -0.381 -1.416 -1.772
C 2.105 -2.006 -2.436
C 0.762 -2.217 -3.079
H 2.106 -2.069 -1.338
H 2.943 -2.569 -2.868
H 0.490 -1.633 -3.966
H 0.537 -3.258 -3.293
C -0.385 -3.131 -0.912
H -1.180 -3.173 -0.152
H 0.586 -3.351 -0.451
H -0.592 -3.895 -1.681
C -2.160 -1.615 -2.223
H -2.418 -2.688 -2.299
H -2.390 -1.089 -3.156
H -2.716 -1.153 -1.381
C 3.795 0.414 -1.536
H 4.048 1.456 -1.758
H 4.698 -0.186 -1.704
H 3.447 0.296 -0.503
C 3.290 -0.429 -4.287
H 2.998 -1.407 -4.682
H 4.368 -0.460 -4.090
H 3.067 0.358 -5.000
Pd 0.484 0.567 -2.719
C -1.947 -0.404 4.343
C -0.844 -1.053 4.745
C -0.306 -2.377 4.254
C 0.596 -2.356 2.986
C 0.106 -1.486 1.903
C -1.194 -1.290 1.711
C -2.386 -1.914 2.310
C -2.972 -0.909 3.335
C 1.816 2.023 -3.251
H -2.124 0.591 4.773
H -0.086 -0.587 5.394
H -1.062 -3.160 4.087
H 0.369 -2.715 5.046
H 1.601 -2.045 3.257
H 0.690 -3.391 2.644
H 0.865 -0.984 1.274
H -1.539 -0.602 0.903
H -2.236 -2.926 2.710
H -3.150 -1.946 1.526
H -3.285 -0.034 2.744
H -3.867 -1.296 3.852
H 1.198 2.511 -4.035
H 2.849 1.897 -3.654
H 1.761 2.648 -2.355
O 0.443 1.415 -0.278
C -0.345 2.307 -0.728
O -0.741 2.323 -1.960
C -0.818 3.379 0.175
C -1.691 4.346 -0.326
C -2.049 5.449 0.467
C -1.570 5.518 1.795
C -0.776 4.485 2.328
C -0.397 3.431 1.499
H -2.074 4.241 -1.331
H -2.728 6.226 0.083
H -1.835 6.381 2.430
H -0.473 4.526 3.387
H 0.189 2.616 1.913

Computed properties:
Lowest unoccupied orbital energy (alpha / beta) ... 0.39 / -1.63 eV
HOMO (alpha / beta) ... -4.79 / -8.22 eV
Frontier orbital gap (alpha / beta) ... 5.18 / 6.59 eV
Multiplicity ... 3
Net charge ... 0
Relative energy (zero: lowest compared OMol25 entry of this formula, charge and spin) ... 0.0 kJ/mol

Mulliken atomic charge list, values in e, 2 entries: 1.56, 1.43

No. 5
The following is a quantum chemistry calculation of C22H36O2P2Pt as an isolated structure, from OMol25.

Positions of all 63 atoms, in Å:
P -3.080 -0.747 -1.794
P 0.937 -2.168 1.844
C -1.851 -3.021 1.205
C -0.673 -2.954 2.223
H -1.626 -2.316 0.376
H -2.748 -2.624 1.699
H -1.026 -2.398 3.106
H -0.394 -3.972 2.544
C 1.851 -3.310 0.818
H 2.813 -2.869 0.536
H 1.280 -3.531 -0.094
H 2.022 -4.239 1.383
C 1.807 -1.829 3.372
H 1.953 -2.767 3.928
H 1.218 -1.127 3.984
H 2.787 -1.375 3.152
C -3.320 -0.445 -3.563
H -3.366 0.626 -3.797
H -4.254 -0.937 -3.872
H -2.493 -0.918 -4.109
C -4.522 -0.119 -0.844
H -4.422 -0.361 0.225
H -5.450 -0.585 -1.196
H -4.633 0.968 -0.944
Pt -2.573 -3.166 -1.575
C -2.233 -4.437 0.636
C -1.661 -4.739 -0.750
C -2.116 -6.082 -1.305
C -3.433 -5.986 -2.105
C -3.839 -4.544 -2.334
C -4.506 -3.710 -1.329
C -4.832 -4.130 0.083
C -3.725 -4.855 0.859
C -1.557 0.013 -1.146
H -1.728 -5.177 1.282
H -0.561 -4.645 -0.724
H -2.206 -6.814 -0.499
H -1.344 -6.444 -1.987
H -3.267 -6.406 -3.110
H -4.242 -6.577 -1.646
H -4.140 -4.313 -3.363
H -5.212 -2.992 -1.766
H -5.722 -4.779 0.071
H -5.134 -3.225 0.639
H -3.946 -4.672 1.920
H -3.837 -5.942 0.723
H -1.563 -0.094 -0.050
H -1.463 1.071 -1.408
H -0.683 -0.542 -1.524
O 2.696 -0.798 -0.116
C 1.868 -0.115 0.460
O 0.796 -0.692 1.157
C 2.004 1.361 0.504
C 1.155 2.232 1.209
C 1.470 3.592 1.267
C 2.629 4.096 0.646
C 3.462 3.217 -0.074
C 3.141 1.861 -0.151
H 0.273 1.828 1.709
H 0.828 4.279 1.821
H 2.883 5.149 0.711
H 4.365 3.579 -0.557
H 3.785 1.171 -0.692

Computed properties:
Lowest unoccupied orbital energy (alpha / beta) ... 0.21 / 0.17 eV
HOMO (alpha / beta) ... -3.85 / -7.73 eV
Frontier orbital gap (alpha / beta) ... 4.06 / 7.90 eV
Multiplicity ... 3
Net charge ... 0
Relative energy (zero: lowest compared OMol25 entry of this formula, charge and spin) ... 0.0 kJ/mol

Mulliken atomic charge list, values in e, 2 entries: 0.87, 1.24

No. 6
The following is a quantum chemistry calculation of C22H36O2P2Pt as an isolated structure, from OMol25.

Positions of all 63 atoms, in Å:
P 1.575 -2.570 -1.359
P 1.652 0.362 -1.444
C 1.079 -1.843 -2.935
C 1.909 -0.583 -3.085
H 0.019 -1.590 -2.949
H 1.224 -2.576 -3.727
H 2.992 -0.704 -3.164
H 1.610 0.023 -3.949
C 0.251 1.442 -2.479
H 0.129 2.481 -2.118
H -0.760 0.999 -2.574
H 0.607 1.582 -3.530
C 2.564 1.917 -1.326
H 2.457 2.525 -2.224
H 3.609 1.713 -1.132
H 2.138 2.486 -0.498
C 0.185 -3.555 -0.851
H 0.385 -3.991 0.133
H 0.030 -4.350 -1.603
H -0.735 -2.951 -0.775
C 3.194 -3.279 -1.861
H 4.009 -3.099 -1.160
H 3.464 -2.924 -2.865
H 2.905 -4.326 -1.853
Pt 2.376 -1.177 -0.077
C -2.237 2.617 -0.527
C -3.361 3.056 -1.115
C -4.655 2.292 -0.910
C -4.699 0.915 -1.578
C -3.424 0.302 -2.015
C -2.580 -0.374 -1.234
C -2.134 0.053 0.118
C -2.261 1.540 0.502
C 2.881 -3.134 1.023
H -1.270 3.122 -0.673
H -3.412 3.963 -1.744
H -5.480 2.850 -1.350
H -4.913 2.142 0.143
H -5.287 0.236 -0.923
H -5.281 1.013 -2.518
H -3.197 0.499 -3.063
H -2.031 -1.258 -1.587
H -1.101 -0.305 0.323
H -2.666 -0.547 0.863
H -3.141 1.647 1.152
H -1.384 1.695 1.138
H 3.212 -2.638 1.932
H 3.740 -3.697 0.614
H 2.066 -3.835 1.354
O 2.562 -1.558 3.126
C 1.872 -0.603 2.732
O 1.417 -0.343 1.520
C 1.331 0.398 3.664
C -0.031 0.280 3.896
C -0.591 1.125 4.847
C 0.243 2.040 5.514
C 1.622 2.075 5.289
C 2.187 1.267 4.311
H -0.581 -0.493 3.342
H -1.654 1.053 5.067
H -0.175 2.725 6.242
H 2.299 2.671 5.890
H 3.244 1.197 4.039

Computed properties:
Lowest unoccupied orbital energy (alpha / beta) ... -6.95 / -9.55 eV
HOMO (alpha / beta) ... -11.59 / -13.62 eV
Frontier orbital gap (alpha / beta) ... 4.63 / 4.07 eV
Multiplicity ... 5
Net charge ... +2
Relative energy (zero: lowest compared OMol25 entry of this formula, charge and spin) ... 350.3 kJ/mol

Mulliken atomic charge list, values in e, 2 entries: 0.50, 0.74

> Which formula does entry 3 have?

C22H36N2O2

> net charge of number 4 (C22H36O2P2Pd)?

0